[1]
Below is C7H14F3N2O5RbS as an isolated structure at a distorted geometry, with properties calculated with ωB97M-V with the def2-TZVPD basis set.

Structure (XYZ):
```
33
Properties=species:S:1:pos:R:3:forces:R:3:nbo_charge:R:1
Rb 1.933 1.129 0.881 -0.037 0.248 -0.266 0.977
C 0.108 3.979 -2.231 3.646 0.465 1.424 0.726
F 0.622 3.206 -3.217 -0.867 0.701 -0.110 -0.331
F -0.357 5.147 -2.710 -0.783 -1.598 0.127 -0.307
F -0.732 3.203 -1.539 -1.068 0.614 -0.604 -0.331
S 1.575 4.402 -1.010 -0.973 2.928 0.349 2.297
O 0.953 4.648 0.288 -0.511 -1.284 -0.021 -1.024
O 2.380 3.205 -1.069 0.486 -1.039 -0.084 -1.048
O 2.151 5.653 -1.480 0.032 -1.328 -0.789 -0.966
C 2.537 -2.266 0.113 0.207 1.492 1.066 0.542
O 2.578 -1.636 1.188 0.145 -0.475 -1.518 -0.694
N 1.929 -3.405 -0.068 -2.135 -0.755 1.629 -0.395
C 1.195 -4.112 0.914 -1.032 -0.466 2.088 -0.427
C 2.009 -4.214 -1.184 2.058 -1.415 -1.448 -0.399
H 2.963 -1.961 -0.855 0.401 0.607 0.266 0.118
H 1.668 -5.017 1.295 0.929 0.108 0.003 0.199
H 0.316 -4.579 0.470 -0.436 0.677 -0.105 0.202
H 0.946 -3.511 1.789 -0.099 0.128 -0.295 0.241
H 1.113 -4.735 -1.519 -0.537 1.168 -0.380 0.214
H 2.625 -3.667 -1.899 -0.338 -0.639 -0.716 0.213
H 2.537 -5.084 -0.794 0.827 -0.372 -0.645 0.190
C -1.822 -0.318 0.191 1.447 2.446 0.638 0.538
O -0.570 -0.408 0.160 -2.487 -0.397 -0.011 -0.686
N -2.473 0.620 0.969 -0.603 -0.825 -0.607 -0.416
C -3.989 0.743 0.948 1.268 -0.225 1.400 -0.417
C -1.736 1.589 1.774 -0.696 1.294 0.099 -0.428
H -2.550 -0.778 -0.494 0.489 -0.611 0.124 0.133
H -4.494 -0.003 0.333 0.461 0.476 -0.711 0.221
H -4.286 1.787 0.852 0.098 -0.124 -0.890 0.217
H -4.405 0.495 1.924 0.413 -0.139 0.464 0.199
H -2.106 2.598 1.592 -0.412 0.087 -0.605 0.221
H -1.937 1.546 2.845 0.351 -0.872 0.141 0.206
H -0.682 1.744 1.545 -0.245 -0.874 -0.014 0.214
```
Forces are in eV/Å.

Results
* multiplicity: 1
* highest occupied orbital energy: -8.54 eV
* lowest unoccupied orbital energy: -0.11 eV
* energy relative to the best compared isomer or geometry (same formula, charge and spin): 1.019 eV
* DFT total energy: -40346.6877 eV

[2]
Below is C43H105ClN6O17 as an isolated structure at a distorted geometry, with properties calculated with ωB97M-V with the def2-TZVPD basis set.

Structure (XYZ):
```
172
Properties=species:S:1:pos:R:3:forces:R:3:lowdin_charge:R:1
Cl 0.437 -1.435 0.595 1.967 -1.397 -4.296 0.899
O -0.493 -0.720 1.403 2.657 -4.482 -1.041 -0.493
O 1.735 -1.562 1.164 -1.533 -1.533 -0.302 -0.303
O -0.038 -2.781 0.421 -3.709 2.556 4.159 -0.368
O 0.551 -0.823 -0.703 0.967 -0.688 2.008 -0.209
C -0.610 4.077 -3.669 -0.861 3.008 0.915 -0.109
C -0.066 4.056 -2.225 -0.574 0.518 0.592 -0.388
C -1.023 5.047 -1.450 1.409 0.059 -0.406 -0.149
C -0.787 5.136 0.041 -0.140 -0.609 0.454 -0.190
C -0.990 3.717 0.613 0.121 0.596 -1.084 -0.086
C -0.078 2.664 -0.116 0.204 0.344 -0.583 -0.317
N -0.163 2.699 -1.623 0.579 1.970 -0.093 -0.163
O 0.614 1.755 -2.347 0.613 3.139 1.472 -0.171
C -0.583 1.304 0.402 7.006 9.276 -6.625 -0.253
C 1.302 2.758 0.469 1.278 1.231 -0.795 -0.023
C 1.364 4.697 -2.280 -0.095 -0.068 0.913 -0.045
H -1.687 3.921 -3.710 0.358 2.736 0.687 0.082
H -0.132 3.405 -4.381 -3.845 -0.329 1.496 0.016
H -0.500 5.075 -4.093 0.487 0.588 0.071 0.110
H -2.084 4.837 -1.581 -0.012 -0.450 -0.315 0.110
H -0.856 6.044 -1.856 -0.019 0.231 -0.339 0.103
H -1.553 5.848 0.347 -0.122 0.005 0.741 0.093
H 0.169 5.567 0.340 0.243 -0.073 -0.241 0.099
H -2.055 3.545 0.458 -0.195 -0.478 -0.328 0.109
H -0.847 3.591 1.686 0.199 0.440 -0.234 0.084
H -1.605 1.136 0.063 2.447 2.970 -3.281 0.077
H -0.589 1.307 1.492 2.859 3.183 -1.264 0.080
H 0.099 0.503 0.115 -0.474 2.445 -1.100 0.088
H 1.908 3.580 0.087 -0.019 0.190 0.032 0.099
H 1.812 1.818 0.258 0.297 0.812 -0.821 0.078
H 1.200 2.756 1.554 0.783 2.069 -1.735 0.051
H 1.651 5.170 -1.341 -0.215 -0.099 0.353 0.052
H 1.407 5.523 -2.990 0.020 -0.149 -0.415 0.069
H 2.131 3.945 -2.466 -0.238 -0.101 -0.192 0.069
C 4.005 -1.046 -0.477 -0.041 -0.915 1.014 -0.048
C 3.221 0.236 -0.491 0.314 0.615 -2.891 -0.322
O 2.676 0.498 -1.762 0.399 -0.210 0.936 -0.082
H 3.292 -1.870 -0.451 0.312 0.281 -0.360 0.051
H 4.565 -1.188 0.448 0.114 0.186 -0.792 0.048
H 4.682 -1.170 -1.322 0.049 0.475 0.128 0.077
H 3.886 1.066 -0.251 -0.083 0.250 0.683 0.131
H 2.387 0.148 0.206 0.079 -0.107 -2.476 0.044
H 3.290 1.007 -2.296 -0.286 0.207 0.196 0.069
C 0.198 -4.976 -0.676 1.055 -9.749 4.366 -0.165
C 1.354 -5.835 -1.118 -2.632 -4.595 -0.547 -0.334
O 2.014 -6.319 -0.017 1.481 -0.777 1.669 -0.004
H -0.373 -4.730 -1.572 5.448 -9.996 0.573 0.001
H 0.525 -4.079 -0.151 -1.719 -5.590 2.114 0.021
H -0.459 -5.547 -0.021 1.501 -0.766 -1.062 0.070
H 2.044 -5.303 -1.774 0.615 -3.708 -1.665 0.110
H 0.955 -6.667 -1.697 -0.381 -0.778 -0.246 0.122
H 2.566 -7.056 -0.289 0.197 -0.048 0.065 0.085
C 6.567 1.037 2.524 -1.659 -0.752 0.726 -0.082
O 5.183 0.966 2.038 2.583 1.291 -0.336 -0.182
C 4.501 -0.194 2.447 0.162 -0.096 0.343 -0.232
C 3.043 0.028 2.184 1.098 0.682 2.006 -0.261
N 2.456 1.025 3.038 -1.335 0.780 0.677 0.026
C 1.069 1.154 2.512 0.198 -0.063 2.538 -0.235
C 0.315 2.204 3.332 0.281 0.630 0.101 -0.150
O 0.915 3.533 3.215 -0.350 -0.432 1.235 -0.214
C 0.242 4.570 3.900 0.387 -0.489 0.120 -0.119
H 7.092 0.082 2.471 -0.222 -0.424 -0.239 0.071
H 6.449 1.255 3.585 0.435 0.199 0.251 0.075
H 7.257 1.751 2.074 -0.850 0.397 -0.484 0.072
H 4.685 -0.411 3.499 -0.010 0.155 0.481 0.116
H 4.912 -1.025 1.873 -0.089 -0.218 0.552 0.089
H 2.441 -0.864 2.358 1.535 0.884 0.763 0.100
H 2.864 0.442 1.192 1.145 -0.806 2.388 0.036
H 2.866 1.917 2.800 0.375 0.412 0.142 0.100
H 0.461 0.256 2.612 1.305 0.442 0.879 0.102
H 0.991 1.430 1.460 0.856 -2.048 1.980 0.039
H 0.344 1.830 4.355 0.057 0.433 0.442 0.117
H -0.728 2.221 3.016 0.504 0.620 0.378 0.103
H 0.904 5.432 3.815 -0.380 0.248 -0.254 0.085
H 0.084 4.420 4.968 0.383 -0.580 0.440 0.070
H -0.779 4.742 3.557 -0.027 0.228 -0.679 0.079
C -2.441 -7.271 -1.430 -0.956 1.130 0.026 -0.102
O -2.389 -5.985 -0.815 0.253 -0.136 -0.409 -0.208
C -2.183 -5.993 0.599 -1.162 -0.744 0.212 -0.233
C -1.858 -4.629 1.186 -0.452 0.343 -0.426 -0.190
N -3.037 -3.748 1.100 0.299 -0.565 0.870 -0.004
C -2.795 -2.485 1.829 -0.631 -1.680 -1.065 -0.212
C -3.916 -1.513 1.620 -0.466 -1.201 1.297 -0.263
O -4.132 -1.311 0.271 -1.139 -0.251 -0.325 -0.210
C -5.162 -0.381 0.073 0.170 0.345 -0.232 -0.100
H -3.308 -7.795 -1.027 -0.019 -0.465 0.115 0.077
H -1.555 -7.905 -1.401 0.389 0.252 0.546 0.079
H -2.650 -7.078 -2.483 0.015 0.039 -0.039 0.084
H -1.445 -6.762 0.827 0.202 0.044 0.298 0.117
H -3.133 -6.298 1.039 -0.259 -0.244 0.282 0.115
H -1.024 -4.148 0.675 -1.142 -0.614 0.816 0.066
H -1.525 -4.753 2.216 -0.235 -0.151 0.279 0.138
H -3.145 -3.631 0.103 -0.429 0.605 0.020 0.088
H -1.826 -2.014 1.662 -0.529 -0.762 -0.715 0.091
H -2.817 -2.687 2.900 -0.106 -0.829 0.030 0.129
H -3.617 -0.608 2.148 -1.102 -0.203 0.149 0.099
H -4.812 -1.905 2.101 -0.437 -0.226 0.016 0.131
H -6.116 -0.652 0.526 -0.104 -0.450 0.253 0.081
H -5.326 -0.259 -0.998 0.194 0.087 0.033 0.093
H -4.842 0.556 0.529 -0.174 0.432 -0.150 0.090
C 1.668 -3.517 -0.961 3.235 4.743 -3.789 -0.199
O 1.906 -2.566 -2.031 3.207 -0.168 -1.002 -0.133
C 3.172 -2.821 -2.686 -0.938 -0.344 -0.154 -0.200
C 3.395 -2.107 -4.012 -0.887 0.063 0.806 -0.209
N 3.219 -0.664 -3.828 0.755 -1.039 -2.451 -0.018
C 3.237 -0.077 -5.163 -1.268 -0.618 -0.490 -0.226
C 3.093 1.404 -5.270 -0.438 1.041 1.327 -0.208
O 1.818 1.873 -4.787 2.581 -0.107 -0.725 -0.221
C 1.657 3.265 -5.000 2.144 -0.357 0.695 -0.151
H 0.629 -3.328 -0.688 4.054 4.035 -4.109 -0.016
H 2.270 -3.425 -0.057 0.271 0.302 0.163 0.137
H 1.754 -4.532 -1.349 1.130 7.102 0.877 -0.043
H 3.288 -3.870 -2.957 -0.177 -0.729 0.195 0.108
H 4.005 -2.589 -2.022 -0.189 -0.281 -0.246 0.078
H 2.816 -2.504 -4.846 -0.980 0.230 0.307 0.110
H 4.374 -2.432 -4.365 0.971 0.261 0.107 0.099
H 4.105 -0.412 -3.415 -0.024 0.509 0.532 0.099
H 2.378 -0.440 -5.728 -0.252 -0.552 0.157 0.122
H 4.105 -0.451 -5.706 0.548 0.350 -0.522 0.105
H 3.252 1.740 -6.294 0.104 -0.014 -0.380 0.112
H 3.890 1.816 -4.650 0.315 0.713 0.136 0.113
H 2.455 3.799 -4.484 0.541 0.177 -0.479 0.086
H 0.776 3.631 -4.473 4.042 -0.308 -1.134 -0.016
H 1.559 3.561 -6.045 0.438 -0.052 -0.432 0.091
C -0.259 1.765 -6.130 -0.731 -0.271 0.211 -0.110
O -0.430 1.475 -4.724 -1.026 0.177 -2.656 -0.167
C -1.713 1.920 -4.298 -0.964 -2.456 2.410 -0.222
C -2.283 0.944 -3.220 0.808 -0.760 0.221 -0.156
N -1.390 0.705 -2.081 -2.849 -3.917 -0.617 -0.031
C -1.969 -0.266 -1.108 0.061 -0.502 -2.086 -0.179
C -2.039 -1.765 -1.546 1.302 0.904 -0.167 -0.088
O -0.727 -2.188 -2.061 -2.404 1.500 -0.777 -0.123
C -0.668 -3.515 -2.360 -2.423 2.654 -3.299 -0.144
H -0.953 1.195 -6.748 -0.396 -0.104 -0.037 0.081
H 0.741 1.596 -6.531 -0.142 -0.596 0.540 0.078
H -0.400 2.827 -6.332 -0.555 0.256 -0.075 0.080
H -2.446 2.114 -5.081 -0.117 -0.412 -0.578 0.116
H -1.615 2.869 -3.772 -0.815 -4.118 -0.731 0.000
H -2.568 -0.012 -3.660 0.106 -0.287 -0.220 0.098
H -3.208 1.336 -2.796 -0.981 0.716 -0.285 0.086
H -1.268 1.602 -1.633 0.026 0.085 -0.270 0.038
H -2.958 0.052 -0.779 -0.454 -0.095 -0.516 0.096
H -1.414 -0.225 -0.171 -1.166 -1.641 -2.498 0.052
H -2.854 -1.952 -2.246 0.093 -0.087 -0.605 0.114
H -2.320 -2.305 -0.642 0.510 -0.172 -0.249 0.077
H 0.272 -3.804 -2.831 0.286 0.554 0.002 0.128
H -1.413 -3.885 -3.064 -0.909 0.045 -0.494 0.112
H -0.700 -4.145 -1.471 -6.720 10.239 -0.371 -0.025
C -2.078 0.793 1.517 -8.850 -3.602 4.793 -0.210
O -1.832 0.728 2.930 -1.036 0.602 0.039 -0.132
C -1.531 -0.556 3.368 -0.803 -1.474 2.744 -0.237
C -1.453 -0.548 4.900 -0.413 0.652 -0.495 -0.167
N -2.587 0.205 5.469 0.886 -0.897 1.098 -0.032
C -2.241 0.584 6.867 -0.591 1.073 -1.138 -0.216
C -3.314 1.491 7.454 0.281 -0.923 -0.719 -0.258
O -3.368 2.623 6.592 -1.233 1.127 1.383 -0.190
C -4.110 3.764 7.152 1.097 -1.160 -0.512 -0.076
H -1.174 0.517 0.974 -6.173 -4.381 4.544 -0.088
H -2.371 1.757 1.102 -0.424 0.214 1.932 0.130
H -2.846 0.075 1.227 0.051 1.062 0.060 0.071
H -0.595 -0.923 2.947 -0.585 -0.092 2.088 0.105
H -2.278 -1.258 2.998 0.748 1.374 1.421 0.054
H -0.520 -0.024 5.107 0.379 0.081 0.409 0.097
H -1.384 -1.532 5.364 -0.049 -0.246 -0.315 0.116
H -2.550 1.024 4.879 -0.574 0.589 0.216 0.088
H -1.348 1.207 6.839 0.548 -0.085 0.217 0.110
H -2.067 -0.259 7.536 -0.089 -0.297 -0.300 0.114
H -3.066 1.655 8.502 0.175 0.834 0.160 0.109
H -4.244 0.923 7.470 -0.502 0.204 -0.240 0.113
H -5.029 3.486 7.668 -0.132 -0.339 -0.169 0.074
H -4.337 4.435 6.324 0.069 -0.100 0.067 0.081
H -3.470 4.262 7.880 0.072 0.185 0.034 0.075
```
Forces are in eV/Å.

Results
* multiplicity: 1
* highest occupied orbital energy: 1.04 eV
* lowest unoccupied orbital energy: 3.80 eV
* DFT total energy: -102498.9921 eV
* charge: -2

[3]
Below is one molecule with the formula C23H25N5O2S at a distorted geometry, with properties calculated with ωB97M-V with the def2-TZVPD basis set.

Structure (XYZ):
```
56
Properties=species:S:1:pos:R:3:forces:R:3:nbo_charge:R:1
C 3.543 4.358 0.614 0.046 -0.016 -0.044 -0.631
C 2.654 3.155 0.581 -0.038 -0.008 0.047 0.006
C 1.919 2.858 -0.561 -0.017 -0.078 0.030 -0.196
C 1.110 1.742 -0.617 0.005 -0.124 0.164 -0.212
C 1.025 0.902 0.484 0.480 0.462 0.085 0.226
N 0.225 -0.274 0.427 0.036 -0.007 -0.028 -0.444
C -0.955 -0.402 1.055 -0.056 -0.092 -0.100 0.671
O -1.623 -1.433 1.017 -0.101 -0.050 0.267 -0.658
C -1.444 0.777 1.806 -1.095 -0.344 1.209 -0.042
C -2.306 0.700 2.880 0.130 0.345 -0.102 -0.391
S -2.651 2.279 3.401 0.187 -1.028 -0.241 0.626
N -1.691 2.919 2.201 -0.291 1.629 0.375 -0.333
N -1.150 2.052 1.482 0.496 0.009 -0.933 -0.165
C 0.751 -1.425 -0.321 0.051 -0.292 -0.232 -0.151
C 0.174 -1.362 -1.757 0.104 -0.264 0.511 0.688
O 0.796 -0.991 -2.728 0.232 0.184 -0.281 -0.630
N -1.108 -1.752 -1.776 -0.620 -0.228 0.012 -0.640
C -1.957 -1.636 -2.944 0.039 0.124 -0.513 -0.059
C -2.951 -0.480 -2.773 0.132 -0.047 0.157 -0.402
C -3.987 -0.781 -1.692 -0.158 0.049 -0.275 -0.411
C -4.727 -2.076 -2.011 0.109 -0.025 0.298 -0.397
C -3.740 -3.234 -2.120 -0.162 0.042 -0.313 -0.403
C -2.697 -2.952 -3.199 0.125 0.003 0.175 -0.401
C 2.250 -1.474 -0.221 0.096 -0.312 0.042 -0.094
C 2.838 -2.291 0.738 -0.050 0.154 -0.177 -0.153
C 4.215 -2.294 0.877 0.020 0.042 -0.001 -0.266
C 4.956 -1.471 0.043 0.075 -0.259 0.294 0.041
N 4.411 -0.702 -0.882 0.358 0.312 -0.281 -0.420
C 3.097 -0.702 -1.014 -0.248 -0.033 -0.142 0.075
C 1.755 1.181 1.629 -0.082 -0.152 -0.229 -0.235
C 2.559 2.304 1.674 -0.023 0.034 -0.015 -0.203
H 3.035 5.222 0.191 0.013 0.100 -0.004 0.220
H 3.850 4.591 1.630 0.042 0.063 0.048 0.214
H 4.438 4.172 0.020 0.086 0.061 -0.012 0.225
H 1.984 3.511 -1.419 -0.001 0.085 -0.105 0.213
H 0.546 1.514 -1.509 -0.086 -0.034 -0.109 0.229
H -2.711 -0.177 3.341 -0.071 -0.294 0.032 0.263
H 0.331 -2.317 0.166 0.121 0.216 -0.131 0.246
H -1.566 -1.972 -0.899 0.282 0.045 0.061 0.431
H -1.285 -1.420 -3.782 -0.143 -0.051 0.149 0.236
H -2.403 0.432 -2.525 0.033 0.031 -0.090 0.211
H -3.459 -0.318 -3.726 -0.026 0.048 -0.066 0.203
H -4.695 0.048 -1.628 0.034 0.023 0.086 0.210
H -3.500 -0.873 -0.719 -0.005 0.045 0.097 0.204
H -5.462 -2.286 -1.232 -0.081 -0.001 -0.049 0.207
H -5.262 -1.964 -2.958 -0.080 -0.009 -0.045 0.192
H -3.251 -3.383 -1.155 0.011 -0.089 0.104 0.194
H -4.273 -4.156 -2.364 0.053 -0.052 0.094 0.211
H -3.192 -2.885 -4.170 -0.023 -0.018 -0.064 0.203
H -1.973 -3.768 -3.245 0.023 0.011 -0.090 0.214
H 2.223 -2.915 1.373 -0.067 -0.042 0.038 0.211
H 4.698 -2.918 1.613 0.064 -0.039 0.047 0.219
H 6.035 -1.426 0.114 0.091 -0.068 0.074 0.191
H 2.707 -0.073 -1.798 -0.105 -0.023 0.038 0.224
H 1.689 0.518 2.481 -0.007 -0.084 0.052 0.217
H 3.124 2.517 2.570 0.062 0.045 0.083 0.211
```
Forces are in eV/Å.

Results
* multiplicity: 1
* highest occupied orbital energy: -8.81 eV
* lowest unoccupied orbital energy: 0.00 eV
* energy relative to the best compared isomer or geometry (same formula, charge and spin): 0.511 eV
* structure (SMILES): Cc1ccc(N(C(=O)c2csnn2)[C@@H](C(=O)NC2CCCCC2)c2cccnc2)cc1
* DFT total energy: -46638.1018 eV

[4]
Below is a 2-piece molecular cluster, C3H11O overall at a distorted geometry, with properties calculated with ωB97M-V with the def2-TZVPD basis set.

Structure (XYZ):
```
15
Properties=species:S:1:pos:R:3:forces:R:3:nbo_charge:R:1
O 0.828 -0.035 3.026 0.576 -0.665 -0.097 -0.761
H -0.079 -0.389 2.947 -0.207 0.185 -0.074 0.584
H 0.886 0.936 2.945 -0.124 0.116 -0.153 0.585
H 1.430 -0.505 2.393 -0.277 0.378 0.206 0.588
C -0.125 0.249 -0.002 -0.234 0.395 -0.363 -0.640
C -0.613 0.516 -1.448 0.148 -0.635 0.630 -0.386
C -0.341 -0.702 -2.312 0.122 0.645 -1.309 -0.621
H 0.967 0.315 -0.033 0.059 -0.188 0.254 0.195
H -0.521 1.011 0.676 0.044 0.080 0.058 0.187
H -0.452 -0.738 0.338 0.054 -0.071 -0.022 0.192
H -1.675 0.745 -1.460 -0.077 0.133 0.076 0.212
H -0.060 1.376 -1.816 -0.099 0.164 -0.165 0.211
H -0.566 -0.476 -3.361 -0.207 0.092 0.149 0.231
H -0.966 -1.559 -2.076 0.267 -0.181 0.360 0.214
H 0.728 -0.912 -2.366 -0.046 -0.448 0.450 0.207
```
Forces are in eV/Å.

Results
* multiplicity: 1
* highest occupied orbital energy: -14.85 eV
* lowest unoccupied orbital energy: -5.20 eV
* energy relative to the best compared isomer or geometry (same formula, charge and spin): 0.277 eV
* DFT total energy: -5328.1568 eV
* charge: +1

- Which formula does entry 3 have?
  C23H25N5O2S